No. 1
The following is a quantum chemistry calculation of a molecular structure, C31H31HgN9O5S3, from OMol25.

## Properties
* relative energy (zero: lowest compared OMol25 entry of this formula, charge and spin): 4.596 eV
* HOMO-LUMO gap (spin up / spin down): 3.775 / 5.866 eV
* LUMO (spin up / spin down): 1.4 / 1.4 eV
* total charge: -1
* multiplicity: 2
* HOMO level (spin up / spin down): -2.37 / -4.43 eV

XYZ file:
```
80
Properties=species:S:1:pos:R:3:forces:R:3
Hg -0.306819 0.064206 1.808164 -0.338 -1.174 -1.089
N -1.637034 -2.598095 4.757005 0.366 2.000 0.618
C -1.578411 -1.310844 5.208294 -0.737 -0.437 -2.170
N -1.289045 -0.303789 4.362733 0.321 -0.666 1.310
C -1.371741 0.898069 5.024041 -1.275 -2.862 3.966
C -1.793126 0.759917 6.396056 0.978 1.864 -2.459
S -2.207831 -0.874184 6.748203 0.837 0.639 0.033
C -1.174566 2.126341 4.358936 -1.088 3.390 -0.445
C -1.892903 3.262250 4.717465 1.459 -0.773 -1.087
S -1.549531 4.574304 3.604992 0.447 -0.775 0.510
C -0.405699 3.525285 2.792470 -0.190 -0.880 -0.129
N -0.373988 2.281318 3.252519 -0.061 -0.211 -0.177
N 0.337940 3.888709 1.749688 0.240 0.341 -0.938
H -1.478024 -2.682443 3.787034 0.176 -0.514 -1.396
H -1.850215 -3.374981 5.322135 -0.132 -0.571 0.516
H -1.737017 1.608615 7.096733 -0.336 -0.910 -0.233
H -2.491715 3.389679 5.580617 -0.619 0.093 0.381
H 0.338578 4.842132 1.399575 -0.181 -0.519 0.230
H 0.769273 3.134485 1.142964 -0.179 0.646 0.757
C 2.894005 3.407092 -3.768104 -1.078 0.408 -0.122
C 2.475977 1.929496 -3.560525 -0.008 1.427 1.159
N 2.650755 1.541215 -2.125186 0.715 0.134 -0.452
C 3.983550 1.038876 -1.679589 -0.133 1.386 0.024
C 5.026466 2.165415 -1.426403 -0.480 0.093 -1.450
C 1.700565 1.831394 -1.201645 -0.582 -1.326 -0.497
S 2.039110 1.591618 0.469998 -0.057 -0.015 0.293
N 0.508177 2.210604 -1.693765 0.059 0.897 -0.248
C -0.657878 1.758980 -1.272696 -1.146 -2.547 1.757
O -0.843281 0.739916 -0.511209 0.264 1.518 -0.623
C -1.947595 2.343369 -1.828342 0.721 2.780 -1.045
C -1.837373 3.614578 -2.462361 -2.120 -1.486 0.269
C -3.025668 4.127415 -3.084641 1.886 0.319 0.677
C -4.170401 3.403690 -3.196546 -1.163 -1.684 -0.608
C -4.232102 2.140236 -2.582451 -2.404 0.744 -1.223
C -3.228373 1.759752 -1.798927 2.704 -3.080 2.215
H 2.459517 3.777617 -4.712934 0.490 -0.304 0.014
H 3.961157 3.617391 -3.732759 -0.016 -0.164 0.000
H 2.372461 4.038847 -3.034676 0.305 -0.262 0.137
H 3.140763 1.321041 -4.157051 -0.297 -0.563 -0.164
H 1.403378 1.907432 -3.824033 0.726 -0.682 0.104
H 4.459830 0.390751 -2.432179 -0.823 -0.136 0.269
H 3.762124 0.562296 -0.744319 0.226 -0.753 0.143
H 5.493416 2.308576 -2.434719 -0.188 0.664 0.955
H 5.809358 1.849745 -0.766256 0.397 -0.468 0.411
H 4.605283 3.088125 -0.989088 0.032 -0.417 -0.488
H -0.878618 4.106156 -2.401505 -0.079 0.290 -0.334
H -3.040992 5.113475 -3.476668 0.302 0.789 -0.459
H -5.032156 3.670426 -3.831008 0.639 0.404 0.446
H -5.098778 1.444834 -2.716377 0.650 1.002 0.285
H -3.352106 0.845653 -1.173415 0.345 0.554 -0.631
O -3.912032 -3.629791 -4.728297 -0.018 -1.025 -1.017
C -2.826309 -4.455995 -4.534236 0.224 0.346 0.547
O -2.782893 -5.532872 -5.102201 0.052 1.371 0.554
C -1.829150 -3.899263 -3.541627 -0.108 -1.130 -0.050
C -1.670958 -2.564194 -3.095545 -0.174 -0.558 -0.348
C -0.814858 -2.228582 -2.062288 -1.198 -1.287 -1.404
C -0.036513 -3.233680 -1.423445 -0.229 0.061 -0.353
C -0.172356 -4.603716 -1.871959 -0.481 1.702 0.599
C -1.093743 -4.884016 -2.862923 0.927 -0.742 -0.048
N 0.677973 -2.773701 -0.387353 0.941 -0.329 1.745
C 1.487854 -3.546456 0.354582 -0.550 0.806 -0.844
C 1.966438 -3.129357 1.632905 0.242 -0.618 -1.271
C 3.041018 -3.813682 2.287200 0.219 -0.949 -0.433
C 3.417163 -3.484409 3.552939 -0.165 0.535 0.958
C 2.711419 -2.453854 4.232663 -0.063 -0.493 0.265
C 1.779051 -1.762074 3.447401 0.292 0.489 1.704
N 1.421928 -2.033706 2.206597 -0.200 0.934 0.443
H -4.008797 -3.030881 -3.999487 0.257 0.575 0.641
H -2.236270 -1.765939 -3.565912 -0.097 0.019 -0.001
H -0.956860 -1.224253 -1.738618 0.849 0.552 0.700
H 0.317013 -5.351928 -1.259832 -0.091 -0.239 -0.399
H -1.197567 -5.937414 -3.144546 -0.258 0.428 -0.062
H 1.831546 -4.483736 -0.076541 0.300 -0.256 0.321
H 3.522444 -4.671481 1.780418 -0.297 0.693 0.150
H 4.235778 -3.944823 4.118792 -0.294 -0.245 -0.579
H 2.839417 -2.380426 5.353047 -0.221 0.537 -1.570
H 1.277690 -0.893232 3.886332 0.099 -0.226 0.081
O -1.463707 -2.405364 1.577566 -1.480 1.584 -0.624
N -2.515803 -1.983048 0.997697 0.977 -0.204 1.001
O -2.717651 -0.755130 1.006465 0.970 -0.531 0.283
```
Forces are in eV/Å.



No. 2
The following is a quantum chemistry calculation of a molecular structure, C36H29N5OPPd, from OMol25.

## Properties
* HOMO-LUMO gap: 5.580 eV
* LUMO: -11.1 eV
* total charge: +3
* HOMO level: -16.71 eV

XYZ file:
```
73
Properties=species:S:1:pos:R:3:forces:R:3
Pd 0.581166 0.832903 -0.267102 0.169 -0.545 -0.267
C -4.728148 -0.067052 3.227342 -0.005 -0.004 0.005
C -3.471230 -0.683692 3.243945 0.023 -0.003 -0.008
C -2.394766 -0.026783 2.708312 -0.020 -0.014 0.012
C -2.540448 1.313235 2.233912 0.066 -0.016 -0.003
C -3.847085 1.891863 2.163077 -0.025 0.010 -0.008
C -4.920824 1.198161 2.657233 0.004 0.018 -0.013
N -1.407488 1.915747 1.876117 0.051 0.146 0.085
C -1.266842 3.250831 1.826828 0.068 -0.124 -0.018
C -2.052183 4.151532 2.596883 -0.037 0.085 0.006
C -1.855642 5.512080 2.513387 0.033 -0.048 -0.036
C -0.859051 6.006762 1.677081 -0.022 -0.043 0.019
C -0.010845 5.146067 0.971449 -0.004 -0.004 -0.079
C -0.173978 3.786247 1.068631 -0.126 -0.028 -0.013
N 0.733538 2.882476 0.422855 0.171 -0.008 -0.035
N 1.863149 3.375197 0.256078 0.058 -0.054 0.107
C 2.865308 2.509122 -0.216854 -0.118 -0.038 0.071
C 4.093964 3.074137 -0.473863 0.043 -0.005 -0.003
C 5.141880 2.244049 -0.869090 -0.054 -0.053 0.007
C 4.900829 0.889046 -0.956100 0.020 0.084 0.017
C 3.629063 0.393851 -0.670541 0.019 -0.052 -0.019
N 2.614670 1.174831 -0.315967 -0.033 0.413 0.101
H -5.582669 -0.595925 3.631673 0.001 -0.002 0.001
H -3.359067 -1.670406 3.671428 -0.004 -0.001 -0.001
H -1.402715 -0.459658 2.703930 0.001 0.006 0.010
H -3.987070 2.831738 1.645050 -0.009 -0.001 0.004
H -5.917875 1.612141 2.593652 0.001 0.002 0.001
H -2.734787 3.749803 3.332890 -0.004 -0.002 -0.003
H -2.446223 6.187347 3.116901 0.004 0.001 0.003
H -0.701374 7.075128 1.603122 0.001 0.001 -0.004
H 0.780080 5.548841 0.355967 0.001 0.016 -0.001
H 4.216883 4.141252 -0.355044 -0.008 0.001 0.007
H 6.118445 2.655422 -1.084829 0.003 -0.004 -0.001
H 5.680579 0.194941 -1.236502 -0.003 -0.003 -0.002
H 3.439959 -0.667387 -0.720063 -0.014 -0.009 -0.023
O -1.643872 2.058897 -1.274093 -0.053 0.004 0.023
N -1.375879 0.772333 -0.835660 -0.165 0.184 -0.048
C -2.271206 -0.117316 -1.008442 -0.063 0.100 0.000
C -2.155552 -1.498125 -0.572883 -0.058 -0.073 0.027
C -3.346156 -2.190449 -0.365143 0.027 0.034 -0.008
C -3.326576 -3.487193 0.127932 0.004 -0.021 0.006
C -2.113958 -4.095184 0.406824 -0.021 -0.010 0.004
C -0.918584 -3.422331 0.167269 0.030 0.036 -0.003
C -0.924330 -2.125800 -0.332750 0.038 -0.079 0.004
P 0.628287 -1.356268 -0.861560 -0.020 0.082 0.114
C 1.914435 -2.274029 -0.015435 0.053 0.024 -0.034
C 2.061650 -2.084437 1.362266 -0.029 0.009 -0.013
C 3.036996 -2.779865 2.053374 0.011 -0.007 0.004
C 3.869775 -3.664260 1.373095 0.001 -0.001 0.000
C 3.730219 -3.850425 0.005141 0.003 -0.004 0.000
C 2.755337 -3.153877 -0.697327 -0.012 0.009 -0.012
C 0.733339 -1.567979 -2.635673 -0.069 -0.024 -0.003
C 1.087547 -0.495608 -3.454478 0.059 0.002 0.028
C 1.170822 -0.673908 -4.827210 0.002 -0.002 0.005
C 0.898475 -1.917203 -5.380031 0.005 -0.016 -0.004
C 0.537382 -2.987232 -4.567960 0.004 0.001 -0.022
C 0.447731 -2.816809 -3.198076 -0.025 0.024 0.037
H -2.382336 2.034701 -1.906863 0.030 -0.011 -0.028
H -3.215701 0.186469 -1.459814 0.001 0.003 0.005
H -4.292231 -1.711081 -0.587602 -0.001 0.000 -0.002
H -4.254245 -4.021277 0.282550 0.001 -0.001 0.004
H -2.088008 -5.107151 0.788584 -0.003 -0.001 -0.003
H 0.019946 -3.926404 0.356914 -0.001 -0.003 -0.002
H 1.413680 -1.391575 1.890029 0.009 -0.003 0.012
H 3.153870 -2.638164 3.119246 -0.004 0.001 0.001
H 4.630851 -4.209283 1.915379 0.001 0.000 -0.001
H 4.378751 -4.539773 -0.518410 0.002 0.002 0.001
H 2.656475 -3.295430 -1.766290 0.001 0.001 0.009
H 1.299390 0.475752 -3.021642 -0.004 0.011 -0.013
H 1.444922 0.155007 -5.465445 0.001 0.002 0.003
H 0.963705 -2.055984 -6.450900 -0.001 0.005 0.000
H 0.321794 -3.952101 -5.006278 -0.001 0.000 0.000
H 0.154027 -3.650500 -2.570412 -0.005 0.000 -0.012
```
Forces are in eV/Å.



Q: Which of these has the lowest total charge?
A: C31H31HgN9O5S3



Q: The highest total charge belongs to which entry?
A: C36H29N5OPPd



Q: Number 1 is which compound?
A: C31H31HgN9O5S3